Record 1
Below is C21H18ClNO2 as an isolated structure, with properties calculated with ωB97M-V/def2-TZVPD.

gap between HOMO and LUMO = 8.99 eV
E_HOMO = -8.72 eV
total energy = -1476.03057 hartree

ORCA input file:
```
! RIJCOSX wB97M-V def2-TZVPD def2/J DEFGRID3
* xyz 0 1
O 1.6174 -1.0549 4.4692
C 1.4469 -0.3624 3.4381
N 0.2728 0.4321 3.3470
H 0.3344 1.0423 2.6355
C -0.6066 0.1753 4.2749
C -1.9002 0.0297 3.5660
C -3.0406 0.8468 3.7508
C -4.3032 0.2512 2.9123
C -4.2267 -0.7357 2.0052
C -2.9903 -1.3514 1.7534
C -2.1172 -1.0253 2.6724
H -1.0904 -1.7062 2.5781
H -2.7907 -2.2491 1.0107
H -5.1586 -0.8372 1.3415
H -5.1876 0.8000 3.0222
H -3.1993 1.6018 4.4749
H -0.7837 1.3111 4.8357
H -0.4891 -0.3950 5.0865
C 2.3148 -0.2840 2.3774
C 3.7592 -0.1859 2.7726
C 4.7189 -0.2915 1.7273
C 4.1887 0.1039 0.5298
C 2.7886 0.0596 0.1417
C 1.9557 0.0856 1.2389
H 0.7693 -0.3127 0.9421
C 2.3939 0.1396 -1.3922
O 1.2005 0.1619 -1.3887
C 0.2214 0.1928 -2.5607
C 1.0669 0.4254 -3.7046
C 0.2978 0.4502 -4.9809
C -1.2274 0.2877 -4.8739
C -1.7288 0.1132 -3.6328
C -1.0529 0.2069 -2.5189
H -1.3566 0.0859 -1.5323
H -2.7641 0.2130 -3.5830
Cl -2.2570 0.4483 -6.3374
H 0.7443 0.2816 -5.9398
H 2.0748 0.6184 -3.8405
H 2.7746 -0.6852 -1.8788
H 2.7278 1.1611 -1.5995
H 5.0370 0.1966 -0.5042
H 5.7195 -0.0156 2.0551
H 4.1895 -0.4145 3.8370
*
```

Record 2
Below is an isolated molecule of C19H23N3, with properties calculated with ωB97M-V/def2-TZVPD.

SMILES = Cc1ccc(CN2CCN(/N=C/c3ccccc3)CC2)cc1
gap between HOMO and LUMO = 8.21 eV
E_HOMO = -7.38 eV
total energy = -902.02613 hartree

ORCA input file:
```
! RIJCOSX wB97M-V def2-TZVPD def2/J DEFGRID3
* xyz 0 1
C 5.4351 -0.7824 -2.2436
C 4.2297 -0.9233 -1.3643
C 3.3249 0.1197 -1.2234
C 2.2215 -0.0054 -0.3976
C 1.9990 -1.1760 0.3127
C 0.8018 -1.3233 1.2087
N 0.0153 -2.5094 0.8718
C -0.3443 -2.6057 -0.5282
C -1.2044 -1.4157 -0.9944
N -2.0625 -0.9980 0.0949
N -2.3699 0.2390 0.4130
C -2.0840 1.2703 -0.2888
C -2.4655 2.5886 0.1677
C -3.1540 2.7765 1.3694
C -3.5059 4.0436 1.7850
C -3.1788 5.1501 1.0151
C -2.4955 4.9774 -0.1773
C -2.1417 3.7104 -0.5983
C -2.4301 -2.0198 1.0411
C -1.1748 -2.6506 1.6961
C 2.9065 -2.2203 0.1785
C 4.0040 -2.0953 -0.6508
H 5.2546 -0.0631 -3.0390
H 5.7069 -1.7385 -2.6855
H 6.2842 -0.4303 -1.6565
H 3.4827 1.0402 -1.7676
H 1.5305 0.8214 -0.3002
H 0.2097 -0.3960 1.1829
H 1.1473 -1.4656 2.2397
H -0.8887 -3.5448 -0.6560
H 0.5655 -2.6556 -1.1294
H -0.5483 -0.5852 -1.2685
H -1.8005 -1.6889 -1.8761
H -1.5507 1.2300 -1.2430
H -3.4031 1.9086 1.9597
H -4.0391 4.1759 2.7159
H -3.4552 6.1415 1.3432
H -2.2379 5.8358 -0.7814
H -1.6088 3.5815 -1.5308
H -3.0715 -1.5576 1.7907
H -3.0044 -2.7924 0.5153
H -1.3517 -3.7207 1.8538
H -0.9817 -2.1938 2.6672
H 2.7347 -3.1355 0.7250
H 4.6992 -2.9174 -0.7471
*
```

Record 3
Below is an isolated molecule of Cl2H3N2P, with properties calculated with ωB97M-V/def2-TZVPD.

SMILES = N=P(N)(Cl)Cl
gap between HOMO and LUMO = 10.59 eV
E_HOMO = -10.11 eV
total energy = -1373.09264 hartree

ORCA input file:
```
! RIJCOSX wB97M-V def2-TZVPD def2/J DEFGRID3
* xyz 0 1
N 0.7463 0.1316 -1.6511
P -0.1684 -0.0213 -0.3844
N 0.5511 -0.2104 1.1801
Cl -1.5289 1.4025 -0.1028
Cl -1.2516 -1.7260 0.0332
H 0.3424 0.8307 -2.4279
H 1.3336 0.3488 1.5235
H -0.0245 -0.7558 1.8293
*
```

Record 4
Below is C24H37BF15IN2O11SSi2 as an isolated structure, with properties calculated with ωB97M-V/def2-TZVPD.

gap between HOMO and LUMO = 6.95 eV
E_HOMO = -9.40 eV
total energy = -4671.26825 hartree

ORCA input file:
```
! RIJCOSX wB97M-V def2-TZVPD def2/J DEFGRID3
* xyz 0 1
C 1.1002 -0.7619 2.5911
C 0.7952 0.4372 1.4643
Si 0.1276 2.0717 2.2560
C -0.0082 3.5637 1.0541
C 1.1854 4.6721 1.1254
C 2.0494 4.6845 -0.3079
F 1.3356 4.5835 -1.6361
C 3.5304 4.8429 -0.3908
F 4.2229 3.9798 -1.4160
F 4.3630 5.7715 0.4079
C 1.0193 2.6634 3.8347
C 2.5875 2.3186 4.0275
C 2.8899 0.9305 4.9129
I 3.8451 2.3062 2.2477
O -1.5263 1.6544 2.8109
Si -2.6518 1.4614 1.5126
N -2.0130 1.3379 -0.1480
C -3.7621 -0.1350 1.7930
C -2.7620 -1.4606 1.6503
C -2.5609 -1.9482 0.0823
C -2.2161 -3.5547 0.1004
C -1.1946 -4.0216 -1.1410
F -1.6488 -3.1829 -2.3136
F -1.5047 -5.4778 -1.3425
C 0.3444 -3.7139 -0.6889
F 0.6431 -3.9780 0.7489
F 0.5430 -2.2260 -0.8650
S 1.6831 -4.5422 -1.6877
F 2.7874 -4.3662 -0.3425
F 2.2280 -2.9798 -2.2456
F 0.7256 -4.7200 -3.0929
F 1.3471 -6.1134 -1.0954
F 2.9989 -5.2203 -2.5661
B -3.9242 2.9613 1.6021
N -5.3095 2.8706 0.9329
O -3.5905 4.2087 2.3456
H 2.2641 -1.0196 2.5974
H 0.4422 -1.7137 2.3677
H 0.7462 -0.3631 3.6578
H 1.7715 0.5945 0.7948
H 0.0217 -0.0813 0.7161
H -0.0187 3.1049 -0.0483
H -1.0354 4.1677 1.1286
H 1.8700 4.6346 2.0716
H 0.6722 5.7503 1.1510
H 0.4410 2.2397 4.7890
H 0.8923 3.8443 3.8998
H 3.0339 3.1834 4.7224
H 3.2528 0.0612 4.2118
H 3.8153 1.1694 5.6284
H 1.9840 0.6504 5.5993
H -2.0210 2.2682 -0.6560
H -2.6404 0.7232 -0.7419
H -4.4947 -0.1866 0.8519
H -4.3482 -0.1055 2.8090
H -1.7433 -1.2491 2.2100
H -3.3174 -2.3235 2.2591
H -1.8176 -1.2884 -0.5349
H -3.6270 -1.8228 -0.4268
H -3.2439 -4.1092 -0.1485
H -1.8823 -3.9636 1.1446
H -5.5093 3.7341 0.3769
H -5.2969 2.0367 0.2957
H -4.1917 4.9356 1.9898
C 5.3069 6.0095 -3.7503
C 5.8634 5.7360 -5.1058
O 6.6045 6.8987 -5.3986
C 7.0134 7.3726 -4.1883
O 7.8976 8.1998 -4.0404
O 6.3168 6.8019 -3.1585
F 4.8735 5.6206 -6.0192
H 4.3718 6.5786 -3.7833
H 5.1404 5.0939 -3.1766
H 6.5189 4.8598 -5.1534
C -4.6293 -4.6082 5.3524
C -5.1153 -5.9403 4.8930
O -5.4236 -5.7278 3.5340
C -4.5786 -4.7385 3.1293
O -4.3509 -4.4679 1.9618
O -4.0105 -4.0906 4.1918
F -6.2514 -6.2879 5.5381
H -5.4435 -3.9422 5.6572
H -3.9143 -4.6876 6.1757
H -4.3755 -6.7430 4.9815
C 0.8042 -3.6932 -6.1552
C -0.0685 -4.3502 -7.1694
O -0.3559 -3.3123 -8.0788
C 0.7245 -2.4837 -8.0242
O 0.9738 -1.6284 -8.8573
O 1.4998 -2.7333 -6.9251
F -1.2294 -4.7620 -6.6124
H 0.2335 -3.1848 -5.3708
H 1.4974 -4.3959 -5.6852
H 0.4071 -5.1826 -7.6990
*
```

Record 5
Below is a 2-piece molecular cluster, C5H12N2O2 overall, with properties calculated with ωB97M-V/def2-TZVPD.

SMILES = C[C@H](N)[C@H](C)O.N=C=O
gap between HOMO and LUMO = 9.81 eV
E_HOMO = -9.16 eV
total energy = -457.70652 hartree

ORCA input file:
```
! RIJCOSX wB97M-V def2-TZVPD def2/J DEFGRID3
* xyz 0 1
C 0.2312 -1.8564 0.3777
C -0.7079 -0.7066 0.7659
N -2.1046 -0.9613 0.4560
C -0.2793 0.5877 0.0529
C -1.1560 1.7666 0.4629
O -0.3454 0.3500 -1.3435
H -0.0910 -2.7832 0.8491
H 0.2249 -1.9836 -0.7018
H 1.2467 -1.6387 0.7003
H -0.6392 -0.5367 1.8474
H -2.2039 -1.0068 -0.5541
H -2.3873 -1.8588 0.8347
H 0.7605 0.8046 0.3346
H -2.1927 1.5512 0.2034
H -0.8325 2.6761 -0.0442
H -1.0931 1.9244 1.5392
H -0.2732 1.2075 -1.7885
N 2.6905 0.7078 -1.6451
C 3.0679 0.7289 -0.5166
O 3.3265 0.9430 0.5895
H 2.7580 0.0842 -2.4197
*
```

Record 6
Below is C30H23N6O3PdS2 as an isolated structure, with properties calculated with ωB97M-V/def2-TZVPD.

gap between HOMO and LUMO = 6.53 eV
E_HOMO = -10.16 eV
total energy = -2635.41385 hartree

ORCA input file:
```
! RIJCOSX wB97M-V def2-TZVPD def2/J DEFGRID3
* xyz 1 1
Pd 2.2297 1.2077 -0.6348
O 6.9508 3.9297 -0.6295
C 7.3159 2.6386 -0.5457
C 8.6853 2.3733 -0.4799
C 9.1414 1.0763 -0.3949
C 8.2475 0.0054 -0.3715
C 6.8974 0.2611 -0.4314
C 6.4047 1.5701 -0.5208
C 4.9527 1.7713 -0.5789
O 4.1765 0.7288 -0.4652
N 4.4816 2.9924 -0.6783
N 3.0946 2.9562 -0.8468
C 2.5442 4.0137 -1.3187
S 3.4852 5.4032 -1.7759
C 2.0822 6.2766 -2.5310
C 0.8360 5.9367 -1.7380
S 0.8056 4.1312 -1.5398
H 5.9757 3.9710 -0.6752
H 9.3669 3.2117 -0.4990
H 10.2062 0.8913 -0.3466
H 8.6108 -1.0100 -0.3042
H 6.1841 -0.5507 -0.4098
H 1.9877 5.9610 -3.5691
H 2.2990 7.3432 -2.4990
H -0.0716 6.2267 -2.2647
H 0.8538 6.4066 -0.7555
C -9.5006 -5.1835 2.2185
O -8.4157 -5.6291 1.4169
C -7.3450 -4.8200 1.2958
C -7.2284 -3.5728 1.9019
C -6.0742 -2.8296 1.7024
C -5.0369 -3.3042 0.9123
C -5.1676 -4.5620 0.3085
C -6.3042 -5.3091 0.4967
C -3.8109 -2.5446 0.6857
N -2.7965 -2.9464 -0.0492
C -1.8814 -1.9386 0.0189
C -2.3419 -0.8981 0.8053
N -3.5819 -1.3048 1.2288
C -1.5968 0.2956 1.0410
C -1.9736 1.3917 1.8349
C -1.1125 2.4524 1.9770
C 0.1114 2.4458 1.3002
N 0.4711 1.4409 0.5263
C -0.3462 0.3640 0.4080
C 0.1634 -0.7370 -0.3707
N 1.4092 -0.5807 -0.8858
C 1.9190 -1.5260 -1.6566
C 1.2151 -2.7019 -1.9416
C -0.0361 -2.8923 -1.4073
C -0.5910 -1.8868 -0.5988
H -10.2433 -5.9742 2.1797
H -9.9289 -4.2614 1.8194
H -9.1853 -5.0302 3.2529
H -8.0151 -3.1737 2.5229
H -6.0135 -1.8631 2.1883
H -4.3630 -4.9375 -0.3071
H -6.4237 -6.2816 0.0398
H -4.2211 -0.8023 1.8186
H -2.9275 1.3992 2.3454
H -1.3696 3.3002 2.5944
H 0.8067 3.2707 1.3846
H 2.9187 -1.3531 -2.0343
H 1.6794 -3.4477 -2.5693
H -0.6056 -3.7909 -1.6001
*
```